Entry from the Open Molecules 2025 dataset: 14 unconnected molecules or ions with the total composition C47H101BF4N4O44P5 in a non-equilibrium geometry (ωB97M-V with the def2-TZVPD basis set).

```
206
Properties=species:S:1:pos:R:3:forces:R:3:mulliken_charge:R:1
O 0.122 -2.194 1.955 -0.3 0.1 0.4 -0.194
C 0.473 -1.213 1.369 0.6 0.1 -0.5 -0.261
O 0.014 -0.765 0.224 -1.1 -0.9 -0.3 -0.390
B 0.791 0.326 -0.329 -0.8 0.7 0.3 0.664
O 1.803 0.544 0.703 0.9 0.4 0.1 -0.708
C 1.675 -0.299 1.705 0.4 -0.5 -0.5 0.452
O 2.443 -0.430 2.617 -0.3 0.2 0.5 0.235
O -0.036 1.542 -0.481 -0.1 0.3 -0.8 -0.720
C 0.009 1.932 -1.767 0.2 0.1 0.9 0.176
O -0.455 2.905 -2.266 -0.7 0.6 0.2 -0.516
C 0.883 0.960 -2.526 -0.4 0.6 -0.3 0.301
O 1.278 0.047 -1.688 0.8 -1.0 0.4 0.254
O 1.150 1.094 -3.686 0.5 -0.6 0.0 -0.856
C 1.013 1.054 -7.868 -1.0 -0.9 -0.9 -1.165
C -0.297 0.516 -7.237 1.6 -1.0 1.2 0.563
C 0.001 -0.885 -6.687 -0.4 -0.6 0.0 -0.631
O -0.015 -1.887 -7.695 0.2 0.3 -0.3 -0.444
C -0.083 -3.179 -7.138 0.2 0.4 0.8 -0.623
N -0.605 1.331 -6.050 -0.9 0.3 -0.9 -0.309
H 0.731 1.772 -8.640 0.4 0.5 0.3 0.359
H 1.550 0.263 -8.400 0.0 -0.1 0.1 0.436
H 1.618 1.434 -7.053 0.2 0.3 -0.3 0.058
H -1.120 0.450 -7.947 -0.1 0.2 0.1 0.422
H -0.713 -1.197 -5.913 -0.2 0.4 0.0 0.479
H 0.987 -0.887 -6.201 0.1 0.1 0.0 0.146
H 0.620 -3.296 -6.301 0.3 0.0 -0.2 0.169
H 0.176 -3.902 -7.906 -0.3 -0.1 0.0 0.354
H -1.052 -3.326 -6.647 -0.2 -0.3 -0.4 0.307
H 0.026 1.110 -5.284 0.0 0.1 -0.3 -0.077
H -0.395 2.278 -6.355 -0.1 0.2 0.6 0.279
C 3.182 4.704 -4.291 -0.6 -0.7 -0.4 -1.694
C 3.282 3.372 -5.080 1.8 1.1 0.4 1.362
C 3.674 3.675 -6.550 -2.0 -1.6 1.6 -0.913
O 2.417 3.814 -7.232 1.4 1.7 -0.5 -0.099
C 2.678 4.411 -8.502 -0.3 -1.5 -1.2 -0.961
N 4.342 2.550 -4.385 -1.4 0.1 -0.5 -0.357
H 2.347 5.336 -4.599 0.0 0.0 -0.1 0.315
H 4.125 5.233 -4.427 0.0 0.1 0.2 0.398
H 3.025 4.437 -3.245 0.1 0.4 0.1 0.513
H 2.369 2.792 -4.982 -0.1 0.1 -0.4 -0.622
H 4.182 2.761 -6.870 0.4 0.3 -0.6 0.314
H 4.249 4.596 -6.616 0.3 -0.1 -0.1 0.522
H 1.880 5.050 -8.873 -0.2 0.1 0.5 0.284
H 2.750 3.575 -9.211 -0.1 0.0 -0.2 0.340
H 3.638 4.910 -8.653 0.0 0.3 0.8 0.326
H 5.292 2.860 -4.546 -0.1 0.3 0.0 0.218
H 4.088 2.760 -3.427 0.8 -0.4 0.4 0.174
C -0.617 -6.518 3.145 -0.1 -0.7 0.7 -1.213
C -1.600 -6.150 2.042 -1.0 -1.5 -0.3 0.091
C -2.565 -5.037 2.406 -0.7 0.5 1.5 0.438
O -3.369 -5.470 3.538 1.2 -1.0 0.7 -0.478
C -3.946 -4.472 4.352 0.5 0.5 -1.3 -0.316
N -0.796 -6.025 0.821 0.1 0.3 -0.3 0.074
H 0.017 -5.698 3.480 0.2 0.0 -0.3 -0.032
H -0.035 -7.366 2.775 0.5 0.4 -0.3 0.401
H -1.036 -6.984 4.042 -0.6 0.5 -0.1 0.369
H -2.246 -7.032 1.918 -0.1 0.0 0.2 0.326
H -3.422 -4.787 1.778 0.9 0.2 -1.4 0.243
H -1.937 -4.174 2.662 -0.4 0.4 0.0 -0.300
H -4.605 -3.870 3.714 -0.4 0.1 0.3 0.281
H -3.197 -3.777 4.746 0.1 -0.1 0.2 -0.068
H -4.492 -4.942 5.163 0.0 -0.1 -0.1 0.312
H -0.594 -6.981 0.552 0.3 0.1 -0.1 0.278
H -1.208 -5.614 -0.015 -0.3 0.2 0.7 -0.054
C -3.858 -2.122 8.292 0.3 0.5 0.6 -1.342
C -3.004 -0.837 8.192 0.9 -1.7 -1.4 0.299
C -1.676 -1.280 7.581 1.9 1.1 -0.5 -0.560
O -1.854 -2.059 6.419 -0.9 -0.6 -0.2 -0.114
C -0.690 -2.291 5.666 1.0 0.8 1.3 -0.045
N -3.580 0.111 7.263 -1.1 0.9 -0.1 -0.683
H -3.345 -2.948 8.789 0.1 0.1 0.2 0.345
H -4.013 -2.439 7.264 -0.6 0.0 0.1 0.209
H -4.754 -1.890 8.870 -0.3 -0.2 -0.4 0.408
H -2.787 -0.360 9.149 -0.2 -0.1 0.1 0.270
H -0.928 -1.710 8.261 -0.6 -0.7 0.4 0.425
H -1.083 -0.406 7.256 -0.4 0.5 0.0 0.196
H 0.044 -2.874 6.239 -0.3 -0.6 -0.1 0.453
H -0.129 -1.348 5.584 -0.3 0.2 -0.7 -0.225
H -0.891 -2.745 4.702 -0.2 0.1 0.0 -0.215
H -3.407 -0.075 6.281 0.6 -0.4 0.2 0.237
H -4.596 0.052 7.289 0.0 0.2 0.3 0.281
C 2.636 -3.564 3.302 -0.9 0.0 -1.7 0.256
O 3.518 -4.685 3.404 0.2 -0.2 0.5 -0.386
P 4.536 -4.977 2.234 0.6 0.6 -1.2 0.954
O 5.216 -3.791 1.651 -0.8 -0.6 0.3 -0.417
O 5.540 -6.006 2.899 -0.6 -0.1 -0.2 -0.424
C 6.636 -6.463 2.076 0.0 0.1 0.2 -0.700
O 3.769 -5.890 1.156 0.6 0.4 0.9 -0.375
C 2.743 -5.375 0.311 -1.0 0.3 -0.2 -0.430
H 2.550 -3.263 2.254 0.6 0.4 0.1 -0.232
H 2.915 -2.700 3.894 0.2 -0.2 0.3 0.186
H 1.600 -3.878 3.426 0.2 -0.2 0.9 -0.117
H 6.645 -7.550 2.100 0.0 0.0 0.2 0.258
H 7.534 -6.034 2.511 0.2 -0.2 -0.1 0.274
H 6.551 -6.149 1.037 -0.1 0.2 0.0 0.323
H 2.938 -4.398 -0.134 0.7 -0.2 -0.1 0.124
H 1.789 -5.235 0.828 0.1 -0.4 0.3 0.320
H 2.583 -6.137 -0.448 0.1 0.2 -0.2 0.277
C -2.439 4.570 -4.048 1.4 -0.8 0.8 -0.723
O -3.112 5.645 -4.674 -1.2 -0.1 -1.3 -0.326
P -3.480 5.517 -6.245 1.2 -0.8 0.2 0.956
O -2.279 5.435 -7.115 -1.2 -0.3 0.4 -0.677
O -4.351 6.797 -6.424 -0.3 0.1 0.5 -0.343
C -4.680 7.476 -7.624 -0.6 -0.3 -0.3 -0.715
O -4.572 4.311 -6.392 0.9 0.8 0.4 -0.228
C -4.019 2.983 -6.555 0.7 0.3 -0.6 -0.608
H -1.460 4.390 -4.498 0.0 0.2 -0.2 0.631
H -2.924 3.593 -4.003 -0.6 0.3 -0.3 0.139
H -2.257 4.809 -3.002 -0.1 0.4 -0.1 0.232
H -4.758 8.519 -7.330 0.1 0.1 -0.4 0.231
H -5.642 7.111 -7.992 -0.2 0.1 0.3 0.284
H -4.005 7.305 -8.464 0.6 0.1 0.4 0.320
H -3.302 2.750 -5.773 -0.2 -0.2 0.1 0.213
H -3.449 2.992 -7.486 -0.1 -0.3 0.0 0.278
H -4.823 2.256 -6.606 -0.1 0.2 0.1 0.344
C -3.409 3.665 -0.475 0.8 -0.9 0.0 -0.801
O -4.332 4.074 -1.458 -0.8 0.6 -0.9 0.000
P -5.805 3.495 -1.684 1.1 -0.4 0.9 0.990
O -5.898 2.073 -2.052 -0.3 0.7 0.6 -0.762
O -6.513 3.910 -0.279 0.0 -0.7 -0.9 -0.337
C -6.288 5.206 0.226 0.3 1.2 0.5 -0.610
O -6.342 4.481 -2.794 -0.1 -0.1 0.5 -0.276
C -7.367 3.997 -3.687 0.4 1.1 -0.7 -0.731
H -2.733 2.926 -0.914 -0.3 -0.3 0.1 0.249
H -3.900 3.253 0.408 0.0 0.1 0.0 0.342
H -2.714 4.463 -0.207 -0.6 0.4 0.0 0.328
H -5.244 5.397 0.489 0.1 -0.3 -0.2 0.242
H -6.841 5.377 1.150 -0.3 -0.5 -0.1 0.272
H -6.578 6.002 -0.464 -0.1 -0.2 -0.2 0.247
H -8.367 4.180 -3.296 0.1 -0.4 0.4 0.308
H -7.161 2.976 -3.991 -0.2 -0.1 0.2 0.337
H -7.262 4.667 -4.541 0.0 -0.3 -0.2 0.185
C 0.207 -3.098 -3.181 0.7 0.3 -1.6 -0.245
O -0.879 -3.861 -3.726 -1.6 -1.0 1.1 -0.303
P -1.552 -5.068 -2.879 1.8 0.6 -0.8 0.403
O -2.630 -5.737 -3.601 -0.2 0.3 0.3 -0.822
O -0.289 -6.018 -2.552 -1.0 1.0 0.9 -0.046
C 0.167 -6.930 -3.506 0.4 -0.8 -1.9 -0.945
O -1.809 -4.416 -1.444 -0.1 -0.9 -1.2 0.161
C -3.028 -3.697 -1.241 -0.3 0.7 1.4 -0.719
H -0.020 -2.192 -2.616 -0.7 -0.5 0.3 0.128
H 0.594 -2.732 -4.137 0.8 0.1 0.5 -0.019
H 0.926 -3.737 -2.672 0.0 0.1 0.0 0.445
H -0.181 -7.950 -3.329 0.2 0.1 0.6 0.303
H 1.251 -6.862 -3.610 0.0 -0.2 0.6 0.292
H -0.158 -6.760 -4.541 -0.4 0.6 0.3 0.328
H -2.722 -2.703 -0.910 -0.2 0.1 -0.2 0.228
H -3.541 -4.169 -0.400 0.0 0.0 -0.1 0.138
H -3.749 -3.615 -2.052 0.5 -0.3 -0.5 0.408
C 4.244 2.978 7.470 0.3 -0.3 0.0 -0.313
O 3.143 2.619 8.334 -0.7 0.1 -0.1 -0.414
P 1.655 2.676 7.748 0.6 0.4 -0.5 0.700
O 1.075 4.025 7.579 0.2 -1.3 0.3 -0.774
O 1.813 1.925 6.343 -0.7 0.0 0.2 0.253
C 2.361 0.611 6.221 0.8 -0.2 0.3 -0.596
O 0.891 1.610 8.644 -0.1 0.5 -0.5 -0.274
C -0.204 1.967 9.469 0.3 0.8 2.6 -0.600
H 4.783 2.053 7.268 0.2 0.1 0.0 0.246
H 4.885 3.685 7.988 -0.1 0.0 0.1 0.320
H 3.966 3.412 6.512 -0.3 0.1 0.1 -0.010
H 1.663 -0.215 6.358 -0.5 0.4 -0.2 0.062
H 3.119 0.444 6.989 0.2 0.1 -0.1 0.549
H 2.817 0.571 5.235 0.0 -0.1 0.0 0.153
H -1.110 1.385 9.338 0.2 -0.1 -0.6 0.030
H -0.414 3.034 9.581 -0.1 0.1 -1.3 0.346
H 0.139 1.847 10.505 -0.1 -0.8 -0.1 0.349
C -3.178 -0.688 2.421 -0.9 0.9 0.6 0.064
C -3.390 0.575 1.596 1.0 -0.9 -1.4 0.611
O -4.627 1.090 1.944 -0.7 -0.3 0.7 -0.308
C -4.980 0.543 3.161 0.6 -0.2 -0.8 0.423
O -5.962 0.780 3.766 -0.2 0.3 0.2 -0.550
O -4.011 -0.313 3.550 0.5 -0.5 0.8 -0.223
F -3.367 0.231 0.269 -0.2 0.4 0.1 -0.255
H -2.123 -0.846 2.630 -0.1 0.1 0.6 -0.220
H -3.616 -1.623 2.074 0.1 0.2 -0.8 -0.007
H -2.634 1.346 1.765 0.1 -0.1 -0.1 0.337
C 0.533 3.881 4.424 0.2 0.5 -0.6 -0.097
C 1.280 2.905 3.553 0.0 -0.9 -0.3 0.586
O 2.647 3.136 3.798 -0.3 0.4 0.6 0.197
C 2.742 4.399 4.315 -0.9 0.8 0.1 0.306
O 3.722 5.020 4.544 0.7 -0.5 -0.1 -0.550
O 1.507 4.920 4.519 0.0 -0.2 0.4 -0.392
F 1.109 3.134 2.213 -0.5 0.1 0.0 -0.272
H 0.279 3.458 5.390 0.2 0.1 0.1 -0.123
H -0.369 4.287 3.969 0.1 -0.1 -0.2 0.465
H 1.019 1.869 3.768 0.3 -0.1 -0.1 -0.115
C 4.316 -0.297 -1.403 0.6 0.5 0.0 0.334
C 4.646 -0.283 -2.894 -1.4 0.2 0.0 0.662
O 4.520 -1.646 -3.212 0.5 -1.1 -0.3 -0.386
C 3.850 -2.324 -2.246 -1.5 1.0 -0.7 0.035
O 3.375 -3.407 -2.366 0.7 -0.4 0.1 -0.559
O 3.533 -1.477 -1.250 1.0 -0.4 0.6 0.513
F 5.897 0.136 -3.194 0.0 -0.1 0.3 -0.350
H 3.722 0.516 -0.999 0.1 0.2 -0.3 -0.100
H 5.293 -0.331 -0.913 -0.3 -0.3 0.5 0.060
H 3.915 0.270 -3.491 0.4 0.1 -0.2 -0.004
C 5.257 -0.499 2.830 -0.1 1.3 -0.8 0.183
C 5.088 0.950 2.289 -0.6 -1.7 -0.4 1.113
O 6.001 0.917 1.221 0.7 0.2 0.5 -0.412
C 7.074 0.164 1.699 -0.4 0.1 0.1 0.544
O 8.156 0.160 1.230 0.3 0.1 -0.4 -0.554
O 6.693 -0.548 2.771 0.3 -0.1 0.5 -0.425
F 5.530 1.843 3.218 0.0 0.2 0.3 -0.390
H 4.981 -1.303 2.148 -0.9 0.2 0.1 0.168
H 4.769 -0.573 3.797 0.7 -0.3 0.3 0.111
H 4.085 1.229 1.982 0.2 0.0 -0.3 -0.241
```
Positions in Å, forces in eV/Å.

Calculated values
LUMO energy (eV): 1.606
HOMO level (eV): -7.1
Charge: -1
Kohn-Sham gap (eV): 8.7
Electronic energy (eV): -204434.8439
Strongest force on any atom (eV Å⁻¹): 3.066